Record 1
15 unconnected molecules or ions with the total composition C22H53N16O31 in a non-equilibrium geometry, computed with ωB97M-V/def2-TZVPD.

```
122
Properties=species:S:1:pos:R:3:forces:R:3
C 0.39184 2.65489 -2.08195 0.86 0.86 0.04
C -0.46198 1.82845 -2.18040 0.19 -1.29 -0.02
C -1.20816 0.56819 -2.32883 -1.23 0.81 0.49
N -1.32996 0.15664 -3.70730 0.22 -0.48 -0.28
C -0.07132 -0.15266 -4.36281 0.00 -0.28 -0.09
C -0.15335 0.06282 -5.86192 0.18 -0.01 -0.34
O -0.17656 -0.88745 -6.60833 -0.21 0.08 -0.09
N -0.20350 1.39167 -6.40771 0.07 -0.15 0.35
C -1.54392 1.98602 -6.36601 0.00 0.20 0.08
C 0.82194 2.30205 -5.88827 -0.30 0.12 -0.36
C -2.66180 0.79466 -1.80398 -1.07 -0.28 0.52
O -3.24949 1.75595 -2.33843 0.20 -0.39 0.10
O -3.10642 -0.00982 -0.92245 0.75 0.49 -0.57
H 1.19137 3.35337 -1.99023 -0.29 0.14 -0.03
H -0.76075 -0.19089 -1.70577 0.30 -0.26 -0.11
H -1.91036 0.81195 -4.20527 -0.05 0.19 0.11
H 0.77642 0.39966 -3.94973 0.01 0.19 0.11
H 0.15438 -1.20736 -4.23733 0.06 -0.14 0.06
H -2.30599 1.25525 -6.61877 -0.01 -0.19 -0.08
H -1.61623 2.80562 -7.07518 0.10 -0.13 -0.11
H -1.77255 2.40663 -5.38254 -0.10 0.02 0.12
H 1.20250 2.02006 -4.91272 0.08 0.01 0.15
H 1.63912 2.37863 -6.60339 0.22 -0.11 0.02
H 0.39292 3.29620 -5.79893 -0.04 0.13 0.12
C -3.30715 6.59455 -8.51103 -0.04 0.12 0.06
N -2.95965 5.38147 -7.72096 0.01 -0.01 -0.04
O -2.99545 5.46317 -6.51631 0.01 0.01 0.09
O -2.66061 4.38798 -8.35333 -0.06 0.12 -0.15
H -3.54894 7.39267 -7.81999 0.00 -0.02 0.04
H -2.44331 6.84252 -9.11954 -0.01 -0.05 -0.05
H -4.15611 6.33998 -9.13742 0.04 -0.04 -0.05
C 3.42624 4.67387 0.95114 0.11 -0.01 0.16
N 3.18851 4.57300 -0.51095 0.02 -0.15 0.08
O 4.05040 4.06114 -1.19728 0.02 -0.05 -0.03
O 2.12728 4.98451 -0.92930 0.08 0.27 0.01
H 4.40188 4.25623 1.16424 0.02 -0.02 -0.04
H 3.37556 5.72463 1.22206 -0.09 0.02 -0.05
H 2.63707 4.10714 1.43913 -0.04 0.06 -0.01
C -1.57178 2.35916 1.25390 -0.03 0.01 -0.29
N -0.38212 2.76804 2.04854 -0.08 -0.08 -0.07
O 0.46951 3.43925 1.49857 0.06 0.21 0.02
O -0.32714 2.41742 3.20968 0.03 -0.04 0.04
H -1.46507 2.73524 0.24182 0.06 0.02 0.01
H -1.62244 1.27389 1.25749 -0.04 -0.01 0.05
H -2.44192 2.78926 1.74044 -0.02 -0.08 0.07
C 1.01834 -3.93573 -1.63084 -0.16 -0.05 -0.04
N 1.68753 -2.61012 -1.59626 -0.02 -0.06 -0.06
O 1.01408 -1.64184 -1.32645 0.10 0.03 0.05
O 2.87656 -2.58804 -1.84653 0.08 -0.01 0.06
H -0.02969 -3.79067 -1.39485 -0.01 0.05 -0.01
H 1.14989 -4.33049 -2.63420 0.07 0.00 0.00
H 1.50951 -4.56859 -0.89825 0.08 -0.02 0.01
C -3.72845 -2.79623 0.44204 0.03 0.21 0.00
N -3.20293 -3.95337 1.21419 -0.03 0.12 -0.07
O -3.10874 -3.86449 2.41742 -0.02 -0.01 0.10
O -2.89098 -4.95515 0.58456 0.03 -0.12 -0.07
H -3.95608 -1.99359 1.13060 0.07 0.01 0.02
H -2.96429 -2.48159 -0.26490 -0.05 0.09 -0.04
H -4.61840 -3.13386 -0.07977 0.05 -0.06 -0.08
C 3.98956 0.23295 -0.31054 -0.05 -0.01 -0.16
N 3.12129 0.98186 0.63490 -0.06 0.14 0.04
O 1.92984 0.89571 0.50686 -0.20 -0.10 0.01
O 3.67437 1.66098 1.49263 0.20 -0.11 -0.06
H 3.35486 -0.30641 -1.00388 -0.04 -0.01 0.04
H 4.60719 0.96575 -0.82219 0.05 0.03 0.07
H 4.60169 -0.44283 0.27913 0.04 0.04 0.02
C 4.20612 1.80626 4.58460 -0.02 0.11 -0.09
N 5.35426 2.22909 5.43234 -0.04 -0.05 -0.04
O 6.18667 2.96380 4.94694 0.03 0.08 -0.01
O 5.38826 1.80669 6.57209 -0.02 -0.05 0.11
H 4.31065 2.25314 3.60694 0.05 0.01 -0.02
H 4.23029 0.72306 4.52393 -0.04 -0.02 0.06
H 3.29802 2.14178 5.07650 -0.01 -0.07 0.05
C 6.37500 3.89011 8.96491 -0.07 -0.07 -0.07
N 5.91220 5.09651 9.70403 0.02 -0.06 -0.01
O 4.96145 4.98302 10.44676 -0.06 0.00 0.02
O 6.52412 6.12735 9.50941 0.05 0.06 -0.01
H 5.74339 3.05645 9.23504 -0.06 0.03 0.05
H 6.30245 4.11054 7.90456 0.09 0.04 -0.01
H 7.40605 3.71024 9.25176 0.03 0.04 -0.04
C 2.47810 -3.08940 -7.36640 -0.09 0.15 -0.10
N 2.73354 -3.18723 -5.90224 -0.10 0.03 -0.33
O 2.10280 -2.44091 -5.19355 0.11 -0.02 0.43
O 3.54632 -4.01117 -5.53061 0.00 -0.04 0.06
H 1.72871 -2.32043 -7.52420 -0.03 0.00 0.06
H 3.42049 -2.83844 -7.84345 0.04 -0.08 0.00
H 2.12739 -4.06153 -7.69820 0.07 -0.04 0.00
C -0.48182 6.62422 0.26814 0.01 0.20 0.09
N -1.92799 6.39375 -0.01009 0.33 0.05 0.08
O -2.72081 7.25874 0.31531 -0.04 0.00 -0.01
O -2.19773 5.34684 -0.54390 -0.28 -0.12 -0.04
H -0.37462 7.59060 0.74675 -0.05 0.02 0.00
H -0.14376 5.81580 0.91041 0.03 -0.08 -0.11
H 0.03955 6.58641 -0.68300 0.01 -0.12 0.02
C -5.88783 -6.58784 0.54312 -0.04 -0.14 0.13
N -6.93793 -5.54468 0.38498 0.03 -0.05 0.03
O -8.02413 -5.74721 0.89335 -0.04 -0.03 0.01
O -6.64043 -4.55635 -0.24321 0.01 0.07 -0.04
H -6.30109 -7.40382 1.12353 -0.06 0.02 0.01
H -5.60197 -6.91320 -0.45204 0.06 0.09 -0.02
H -5.04390 -6.12844 1.04839 0.06 0.02 -0.09
C -10.55772 -7.53927 1.28903 0.10 0.01 0.09
N -11.00325 -8.93783 1.54053 0.02 0.05 -0.01
O -10.25243 -9.67242 2.14737 0.04 -0.04 0.03
O -12.09494 -9.25336 1.11677 -0.07 -0.01 -0.03
H -9.57568 -7.40486 1.71951 0.02 -0.03 0.01
H -10.53762 -7.39224 0.21416 -0.07 0.02 -0.01
H -11.28537 -6.87936 1.75060 -0.06 0.00 -0.07
C -0.10666 -7.00298 1.12597 -0.07 0.05 -0.10
N 1.07183 -6.51799 1.89563 -0.03 -0.01 -0.07
O 1.86600 -5.79563 1.32849 0.03 0.06 -0.07
O 1.16339 -6.88446 3.04523 0.00 -0.05 0.11
H -0.05298 -6.60023 0.12228 0.03 0.04 0.01
H -0.06033 -8.08758 1.11976 -0.02 -0.01 0.08
H -0.99967 -6.65455 1.63683 0.00 -0.01 0.02
C 5.78911 -0.70125 10.70578 -0.13 -0.02 0.03
N 6.40892 0.64916 10.78981 -0.03 -0.02 -0.04
O 5.71269 1.57164 11.15496 -0.03 0.00 0.07
O 7.57707 0.73638 10.47586 0.08 0.00 -0.01
H 4.75311 -0.61982 11.01000 -0.01 0.04 0.01
H 5.87593 -1.03152 9.67545 0.07 -0.02 0.00
H 6.34875 -1.35539 11.36674 0.06 -0.01 -0.05
```
Positions in Å, forces in eV/Å.

## Properties
- Energy relative to the best compared isomer or geometry (same formula, charge and spin): 2.9 kcal/mol
- Total charge: -1
- 2S+1: 1

***

Record 2
A molecular structure, C41H37CaN3O4, computed with ωB97M-V/def2-TZVPD.

```
86
Properties=species:S:1:pos:R:3:forces:R:3
Ca 1.01953 -1.58731 -0.18704 0.13 -0.30 -0.25
N 3.92276 -1.89863 1.62986 -0.04 0.09 0.00
C 4.27659 -2.08761 0.29526 0.04 -0.13 -0.03
C 5.64247 -1.98944 -0.00708 0.03 0.04 0.01
C 6.05259 -2.12893 -1.31072 -0.03 0.00 0.02
C 5.10380 -2.38390 -2.29675 0.02 0.00 0.00
C 3.78966 -2.47482 -1.90747 -0.09 0.00 -0.05
N 3.36540 -2.32719 -0.64230 0.03 0.03 0.18
C 2.83142 -2.27619 2.40660 0.04 -0.07 0.07
C 2.95340 -2.12369 3.79424 -0.01 -0.06 0.02
C 1.90437 -2.51352 4.59413 0.03 0.02 -0.02
C 0.75558 -3.04493 4.01440 -0.05 -0.03 -0.01
C 0.71036 -3.13698 2.64317 0.04 0.01 0.04
N 1.72685 -2.75682 1.84704 0.07 0.14 -0.10
H 4.68711 -1.55086 2.18365 0.00 0.00 0.00
H 6.35844 -1.80677 0.78376 0.00 0.00 0.00
H 7.10220 -2.04748 -1.55968 0.00 0.00 0.00
H 5.37580 -2.49797 -3.33523 0.00 0.00 0.00
H 3.01574 -2.65838 -2.64432 -0.01 0.00 0.01
H 3.85710 -1.70813 4.22068 0.00 -0.01 0.00
H 1.97649 -2.40355 5.66820 0.00 0.00 0.00
H -0.09200 -3.35445 4.60747 -0.01 0.00 -0.01
H -0.17529 -3.50088 2.13418 0.00 0.02 0.00
C -0.54382 2.57835 2.18315 -0.05 -0.03 -0.06
C -1.75995 2.28464 1.30910 0.00 0.13 0.02
C -2.95123 3.14335 1.66653 0.03 -0.06 -0.04
O -1.47180 2.46026 -0.06091 -0.04 -0.05 0.00
C -0.86446 1.26949 -0.55036 -0.03 -0.04 -0.04
C -1.27779 0.20013 0.52255 -0.05 0.20 0.15
O -2.12532 0.92425 1.40703 0.05 -0.03 -0.03
C -2.00901 -1.08506 0.01682 -0.06 -0.05 0.00
O -1.07434 -1.96650 -0.50909 0.36 0.29 -0.02
C -2.68893 -1.83557 1.17894 0.05 0.01 -0.01
C -2.34994 -1.66850 2.51788 -0.03 -0.01 0.00
C -2.88484 -2.50048 3.49682 0.01 0.01 0.01
C -3.76156 -3.51696 3.15505 -0.01 -0.01 -0.02
C -4.10569 -3.69283 1.81958 0.00 0.01 0.00
C -3.57524 -2.86044 0.84837 0.00 0.00 0.02
C -3.05821 -0.68497 -1.02808 -0.05 -0.04 0.05
C -2.93384 -1.13119 -2.33693 0.01 0.02 0.01
C -3.85531 -0.75523 -3.30606 -0.02 0.01 -0.01
C -4.91920 0.06975 -2.97418 0.01 -0.01 -0.01
C -5.06234 0.50364 -1.66263 0.01 0.00 0.02
C -4.14309 0.12474 -0.69582 -0.02 -0.01 0.00
C 0.70586 1.43368 -0.89911 0.07 0.07 -0.04
O 1.48096 0.47998 -0.27455 -0.27 -0.25 0.10
C 1.20264 2.84159 -0.52599 -0.01 -0.01 0.01
C 2.35126 2.95444 0.24485 0.00 0.00 0.01
C 2.85057 4.19781 0.61531 -0.01 0.01 -0.01
C 2.20612 5.35584 0.21047 0.02 -0.01 0.01
C 1.06491 5.25687 -0.57608 -0.02 0.00 -0.02
C 0.57019 4.01426 -0.94051 0.02 -0.01 -0.01
C 0.84189 1.21647 -2.43289 -0.03 0.02 -0.01
C 0.48526 -0.02452 -2.97096 -0.07 -0.07 -0.11
C 0.54490 -0.27794 -4.33300 0.13 -0.03 0.07
C 1.00978 0.69707 -5.20525 0.02 0.01 0.00
C 1.40998 1.91596 -4.68675 0.00 -0.01 -0.03
C 1.32208 2.17213 -3.32230 0.02 -0.01 0.06
H -0.23531 3.61605 2.05353 0.02 0.00 0.00
H 0.29617 1.94233 1.90064 0.00 -0.01 0.03
H -0.79519 2.40145 3.23022 0.00 0.00 0.00
H -2.69582 4.19448 1.53713 -0.01 0.01 0.01
H -3.23675 2.96917 2.70359 -0.01 0.01 0.00
H -3.78393 2.89237 1.01102 0.00 0.01 0.00
H -1.38223 1.04811 -1.48330 0.03 -0.05 0.00
H -0.39036 -0.11386 1.09969 -0.05 0.05 -0.05
H -1.68337 -0.87143 2.81729 0.00 0.00 0.00
H -2.62413 -2.33840 4.53679 0.00 0.01 0.00
H -4.18244 -4.15942 3.91827 0.00 0.00 0.00
H -4.79353 -4.47972 1.53560 0.00 0.00 0.00
H -3.84047 -3.00697 -0.19147 0.00 0.00 0.00
H -2.10573 -1.78386 -2.57689 0.00 0.00 0.00
H -3.74069 -1.10936 -4.32344 0.00 0.00 0.00
H -5.63710 0.36670 -3.72836 0.00 0.00 0.00
H -5.89729 1.13761 -1.39038 0.00 0.00 0.00
H -4.26508 0.45373 0.32766 0.00 0.00 -0.01
H 2.83862 2.04102 0.55717 0.00 0.00 0.00
H 3.74564 4.25978 1.22284 0.00 0.00 0.00
H 2.58849 6.32707 0.49891 0.00 0.00 0.00
H 0.55386 6.15332 -0.90556 0.00 0.00 0.00
H -0.32214 3.95881 -1.54878 0.01 0.01 0.00
H 0.08158 -0.82298 -2.35284 -0.19 0.18 0.09
H 0.22631 -1.24256 -4.71035 -0.02 0.00 -0.01
H 1.05859 0.50640 -6.26963 0.00 0.00 0.00
H 1.78995 2.68695 -5.34579 0.00 0.00 0.00
H 1.64149 3.13712 -2.95665 -0.01 0.00 0.01
```
Positions in Å, forces in eV/Å.

## Properties
- E_tot: -2727.5254 hartree
- 2S+1: 1